{
  "formula": "C47H104IN11O11P",
  "method": "the ωB97M-V functional and the def2-TZVPD basis",
  "charge": 1,
  "mol_weight_g_mol": 1157.29,
  "largest_force_ev_per_a": 1.12,
  "homo_energy_ev": -9.87,
  "e_tot_ha": -3922.0474,
  "elements": ["C", "C", "C", "C", "C", "C", "C", "C", "C", "C", "C", "C", "C", "N", "C", "C", "P", "O", "I", "C", "C", "H", "H", "H", "H", "H", "H", "H", "H", "H", "H", "H", "H", "H", "H", "H", "H", "H", "H", "H", "H", "H", "H", "H", "H", "H", "H", "H", "H", "H", "H", "H", "H", "H", "H", "C", "O", "N", "C", "C", "H", "H", "H", "H", "H", "H", "H", "C", "O", "N", "C", "C", "H", "H", "H", "H", "H", "H", "H", "C", "O", "N", "C", "C", "H", "H", "H", "H", "H", "H", "H", "C", "O", "N", "C", "C", "H", "H", "H", "H", "H", "H", "H", "C", "O", "N", "C", "C", "H", "H", "H", "H", "H", "H", "H", "C", "O", "N", "C", "C", "H", "H", "H", "H", "H", "H", "H", "C", "O", "N", "C", "C", "H", "H", "H", "H", "H", "H", "H", "C", "O", "N", "C", "C", "H", "H", "H", "H", "H", "H", "H", "C", "O", "N", "C", "C", "H", "H", "H", "H", "H", "H", "H", "C", "O", "N", "C", "C", "H", "H", "H", "H", "H", "H", "H"],
  "positions_angstrom": [[0.94890, 2.93506, 2.93261], [-0.05391, 2.03555, 2.21331], [-1.44429, 2.03081, 2.88116], [-2.52807, 2.55005, 1.94224], [-2.41752, 4.04451, 1.65767], [-2.96345, 4.92642, 2.80110], [-3.76884, 6.14635, 2.31602], [-5.27813, 6.07916, 2.62006], [-6.10509, 5.59227, 1.41356], [-6.36546, 4.09152, 1.49922], [-6.74936, 3.43070, 0.15838], [-5.78306, 2.31082, -0.26866], [-6.14024, 0.87279, 0.06815], [-6.37527, 0.60541, 1.49285], [-5.72621, -0.26162, 2.18158], [-6.04424, -0.16741, 3.63502], [-4.48045, -0.21349, 4.63226], [-5.05452, 0.10691, 6.12724], [-4.20366, -2.63187, 4.73621], [-6.71225, 1.26514, 3.66127], [-7.46154, 1.15949, 2.35433], [0.60655, 3.96947, 2.94117], [1.10268, 2.60563, 3.95798], [1.91569, 2.90419, 2.43290], [-0.12225, 2.34500, 1.17177], [0.34759, 1.02414, 2.22447], [-1.69635, 1.00855, 3.15469], [-1.41192, 2.63536, 3.78762], [-2.45556, 1.99772, 1.00093], [-3.52513, 2.32701, 2.34278], [-1.37529, 4.29611, 1.46863], [-2.98314, 4.27924, 0.75493], [-2.14606, 5.28540, 3.42285], [-3.57659, 4.29818, 3.45102], [-3.35487, 7.04819, 2.75987], [-3.65026, 6.24158, 1.23812], [-5.66048, 7.02075, 3.00255], [-5.41664, 5.35279, 3.42349], [-7.05158, 6.13168, 1.39798], [-5.57753, 5.81813, 0.48869], [-5.44964, 3.61872, 1.86529], [-7.12770, 3.91860, 2.25927], [-7.78333, 3.08700, 0.14621], [-6.68380, 4.19751, -0.61069], [-4.78504, 2.54849, 0.09708], [-5.72118, 2.31635, -1.35665], [-5.27998, 0.25893, -0.18963], [-6.99060, 0.52477, -0.51511], [-4.97656, -0.94401, 1.77223], [-6.81744, -0.89767, 3.90067], [-5.79419, 0.72470, 6.15578], [-5.87762, 1.95970, 3.56245], [-7.33798, 1.46866, 4.52174], [-8.17910, 0.34401, 2.45579], [-8.00141, 2.01101, 1.96538], [3.57489, 2.45710, -0.39192], [2.73502, 1.62254, -0.69104], [4.88149, 2.19865, -0.25553], [5.84775, 3.21974, 0.09687], [5.34169, 0.83862, -0.48714], [3.31552, 3.51450, -0.21155], [6.59773, 3.32048, -0.68895], [6.35325, 2.96362, 1.02937], [5.33948, 4.17356, 0.22539], [5.09500, 0.53130, -1.50282], [4.85300, 0.15098, 0.20536], [6.41826, 0.79421, -0.36010], [1.51198, -2.88002, -3.77120], [1.74581, -2.36134, -4.84610], [1.52154, -2.23428, -2.59065], [1.23838, -2.91209, -1.34454], [1.83045, -0.81090, -2.56584], [1.26812, -3.95316, -3.67354], [0.36869, -2.47029, -0.85257], [2.09013, -2.84412, -0.66475], [1.03185, -3.96306, -1.53908], [1.11143, -0.25595, -3.16858], [2.82203, -0.63213, -2.98067], [1.80464, -0.44636, -1.54424], [7.77669, -0.46336, -2.91068], [7.89549, 0.63739, -2.39321], [7.50811, -0.68155, -4.20236], [7.38451, -2.02419, -4.73957], [7.35159, 0.46608, -5.08343], [7.88693, -1.39948, -2.33581], [8.12994, -2.20474, -5.51341], [6.38838, -2.16870, -5.16460], [7.53054, -2.75387, -3.94552], [8.26199, 1.06257, -5.09481], [6.52900, 1.09455, -4.73840], [7.14680, 0.12222, -6.09344], [9.77835, 3.69780, -6.45786], [9.56107, 2.50651, -6.58063], [9.90799, 4.32515, -5.27471], [10.17471, 5.74526, -5.18175], [9.77870, 3.54157, -4.05442], [9.89351, 4.37201, -7.32319], [11.11725, 5.92830, -4.66232], [9.37431, 6.25431, -4.64095], [10.24204, 6.16923, -6.18143], [10.52807, 2.75045, -4.02624], [8.79687, 3.07216, -3.99379], [9.91565, 4.19645, -3.19778], [-4.53671, -2.57409, 11.04327], [-4.62989, -1.65452, 11.83410], [-4.37765, -2.36892, 9.72204], [-4.30777, -3.42410, 8.73589], [-4.29020, -0.99220, 9.26230], [-4.60465, -3.63562, 11.33175], [-3.36051, -3.37724, 8.19448], [-5.12294, -3.30901, 8.01805], [-4.39273, -4.40165, 9.20609], [-3.44126, -0.48789, 9.72458], [-5.19291, -0.44017, 9.52988], [-4.17262, -0.98465, 8.18155], [-4.55008, -3.53419, 0.66489], [-4.00657, -2.52425, 1.11459], [-4.70731, -3.80239, -0.62991], [-5.33325, -5.03007, -1.09158], [-4.21822, -2.85794, -1.62819], [-4.93417, -4.32866, 1.32528], [-4.63659, -5.60261, -1.70303], [-6.21461, -4.80454, -1.69265], [-5.63243, -5.63334, -0.23685], [-3.14705, -2.70306, -1.50370], [-4.71417, -1.89309, -1.51367], [-4.41502, -3.26279, -2.61779], [-4.97878, -4.35824, -5.68759], [-4.50620, -3.96885, -4.62993], [-5.86925, -3.67269, -6.41763], [-6.39256, -4.17990, -7.67309], [-6.31525, -2.37819, -5.93272], [-4.69531, -5.32212, -6.13746], [-6.14835, -3.50216, -8.49200], [-7.47659, -4.29067, -7.62045], [-5.95323, -5.15194, -7.88395], [-5.46943, -1.69862, -5.82634], [-6.79222, -2.48089, -4.95688], [-7.02710, -1.96044, -6.63924], [8.01468, -5.04548, -7.39248], [8.69880, -4.31376, -6.69940], [7.10879, -4.62348, -8.29149], [6.33022, -5.54913, -9.08967], [6.91449, -3.19413, -8.47408], [8.09641, -6.14441, -7.34703], [6.52186, -5.39651, -10.15325], [5.26303, -5.41461, -8.90414], [6.60226, -6.57017, -8.83134], [7.84571, -2.71749, -8.78124], [6.58819, -2.73005, -7.54431], [6.15804, -3.03402, -9.23752], [12.19450, -3.87767, -1.55267], [12.95991, -3.19677, -0.89949], [11.19660, -3.38519, -2.31225], [10.30720, -4.23966, -3.07269], [11.01650, -1.94396, -2.36696], [12.25271, -4.97986, -1.57770], [10.36266, -4.01810, -4.14035], [9.27269, -4.10725, -2.74502], [10.58541, -5.28040, -2.91976], [11.91425, -1.46377, -2.75631], [10.82263, -1.54270, -1.37184], [10.17827, -1.72022, -3.02051], [-6.63358, 2.56263, 9.68559], [-7.17670, 2.97178, 8.67278], [-7.15120, 1.63186, 10.50361], [-6.44266, 1.13572, 11.67292], [-8.46121, 1.09047, 10.18898], [-5.63878, 2.91446, 10.00729], [-6.26352, 0.06641, 11.56934], [-7.01419, 1.31770, 12.58445], [-5.47912, 1.63280, 11.75801], [-8.45660, 0.62294, 9.20322], [-9.21105, 1.88156, 10.17866], [-8.72688, 0.35000, 10.93881]],
  "forces_ev_per_angstrom": [[-0.013, -0.093, -0.256], [0.168, 0.087, 0.485], [0.082, -0.084, -0.465], [0.105, -0.014, -0.118], [-0.368, 0.029, 0.322], [0.206, -0.029, -0.229], [-0.189, -0.014, 0.298], [0.116, -0.393, -0.249], [-0.096, 0.130, 0.538], [-0.011, -0.206, -0.217], [0.343, 0.103, 0.068], [-0.377, 0.319, -0.143], [0.271, -0.120, -0.076], [-0.199, -0.452, -0.027], [0.458, 0.248, 0.295], [-0.796, 0.788, -0.013], [0.466, -0.050, 0.131], [-0.107, -0.078, -0.167], [-0.049, -0.044, 0.057], [0.535, -0.942, -0.186], [-0.211, -0.075, 0.083], [-0.005, 0.103, 0.093], [-0.046, 0.041, 0.139], [0.078, 0.036, -0.037], [-0.043, -0.057, -0.133], [0.012, -0.106, -0.190], [-0.056, -0.063, 0.258], [-0.105, -0.024, 0.165], [0.052, -0.082, -0.068], [-0.075, 0.039, 0.114], [0.057, 0.042, -0.227], [0.041, 0.009, -0.162], [0.134, -0.122, 0.086], [-0.119, 0.050, 0.090], [0.029, 0.099, 0.018], [0.157, 0.171, -0.089], [0.050, 0.200, -0.134], [-0.130, 0.105, 0.214], [-0.127, -0.040, -0.223], [0.013, 0.092, -0.117], [0.050, -0.053, 0.059], [-0.018, 0.030, 0.113], [-0.103, -0.042, -0.050], [-0.107, 0.067, -0.086], [0.102, -0.078, 0.067], [0.103, -0.069, -0.091], [-0.042, -0.223, -0.083], [-0.237, 0.051, 0.139], [0.021, 0.072, -0.275], [0.265, -0.296, 0.153], [-0.091, 0.091, 0.193], [-0.243, 0.514, 0.172], [-0.035, 0.031, 0.115], [-0.277, 0.032, -0.110], [0.474, 0.243, -0.163], [-0.072, 0.041, -0.032], [-0.073, 0.047, 0.064], [0.100, -0.032, 0.052], [-0.008, -0.078, -0.062], [-0.096, -0.029, 0.046], [0.012, -0.011, 0.010], [0.016, 0.007, 0.008], [0.008, 0.022, 0.009], [-0.016, 0.012, 0.001], [0.033, -0.034, -0.012], [-0.005, 0.010, 0.005], [0.025, 0.032, -0.044], [0.016, -0.042, -0.075], [-0.002, -0.006, 0.018], [-0.035, 0.039, 0.111], [0.029, 0.091, -0.058], [-0.014, -0.115, -0.072], [0.000, 0.013, 0.000], [-0.004, -0.018, 0.028], [-0.011, -0.017, 0.024], [0.000, -0.019, -0.005], [0.005, 0.020, -0.005], [0.011, 0.036, 0.006], [0.027, 0.018, 0.014], [0.014, 0.011, 0.130], [0.025, 0.015, -0.036], [-0.060, -0.086, -0.014], [0.009, 0.198, -0.104], [0.072, 0.023, 0.099], [-0.029, 0.035, 0.047], [-0.014, -0.068, -0.013], [0.000, -0.050, 0.005], [0.005, -0.003, 0.020], [-0.011, 0.014, -0.096], [-0.013, 0.005, -0.030], [-0.001, -0.044, -0.008], [0.040, -0.041, -0.002], [-0.048, -0.003, -0.021], [-0.009, 0.077, 0.072], [-0.015, -0.104, 0.058], [-0.009, -0.007, -0.094], [-0.004, -0.008, 0.006], [0.006, 0.028, -0.009], [0.006, 0.029, -0.008], [0.002, 0.006, -0.019], [0.000, -0.011, 0.016], [-0.001, -0.002, 0.036], [0.010, 0.016, 0.010], [-0.160, 0.148, -0.187], [0.018, -0.126, 0.291], [0.090, -0.014, -0.143], [-0.033, 0.096, 0.015], [0.023, -0.053, 0.012], [0.066, 0.019, 0.001], [-0.006, -0.055, -0.021], [0.022, -0.098, -0.054], [-0.004, 0.025, 0.103], [-0.002, 0.020, 0.011], [0.001, 0.015, -0.042], [-0.011, -0.014, 0.036], [0.232, -0.097, 0.084], [-0.323, 0.096, -0.187], [-0.059, 0.070, -0.030], [0.038, 0.028, -0.007], [0.043, -0.111, 0.063], [-0.011, 0.062, 0.022], [-0.002, -0.004, -0.020], [0.000, -0.008, -0.007], [0.000, 0.003, 0.016], [0.014, 0.022, -0.005], [-0.029, 0.017, -0.015], [0.033, 0.094, 0.022], [0.164, -0.038, 0.053], [-0.144, -0.054, -0.050], [-0.097, 0.017, -0.083], [0.005, 0.091, 0.078], [0.055, -0.037, 0.032], [0.000, -0.007, 0.014], [0.001, -0.013, -0.023], [-0.006, -0.017, -0.017], [0.013, -0.018, 0.001], [-0.004, 0.012, -0.001], [-0.012, 0.016, -0.007], [-0.013, 0.000, -0.017], [0.141, -0.077, -0.006], [-0.078, 0.035, 0.035], [-0.092, 0.005, -0.060], [0.023, 0.110, 0.022], [0.079, -0.042, 0.034], [-0.020, 0.008, 0.025], [-0.007, -0.025, -0.011], [-0.009, -0.024, -0.007], [0.007, -0.017, 0.006], [-0.002, 0.012, 0.000], [-0.026, 0.020, 0.004], [-0.013, -0.005, -0.015], [0.063, -0.030, 0.063], [-0.016, -0.003, -0.010], [-0.131, -0.012, -0.086], [0.059, 0.133, 0.005], [0.101, -0.102, 0.022], [-0.001, 0.010, -0.006], [-0.032, -0.025, -0.010], [-0.010, -0.039, -0.003], [0.008, -0.019, 0.003], [-0.007, 0.040, 0.010], [-0.012, 0.031, -0.010], [0.004, 0.017, -0.046], [0.147, -0.146, 0.066], [-0.035, -0.025, -0.186], [-0.007, 0.094, 0.052], [-0.116, -0.088, -0.120], [0.034, 0.043, -0.009], [-0.042, 0.034, 0.013], [0.074, 0.000, 0.159], [-0.005, 0.035, -0.018], [0.016, 0.021, -0.015], [-0.014, -0.023, -0.004], [-0.014, -0.007, -0.002], [0.005, -0.009, 0.008]]
}